{
  "formula": "C29H38BBr42FN3O2",
  "method": "ωB97M-V/def2-TZVPD",
  "symbols": ["Br", "C", "Br", "Br", "B", "H", "H", "Br", "C", "C", "C", "O", "H", "H", "H", "C", "H", "N", "Br", "H", "O", "Br", "H", "Br", "H", "H", "Br", "H", "H", "Br", "Br", "H", "C", "Br", "C", "Br", "Br", "C", "N", "C", "C", "H", "Br", "H", "F", "Br", "H", "H", "H", "H", "H", "H", "H", "Br", "Br", "C", "Br", "H", "Br", "Br", "H", "C", "Br", "Br", "C", "N", "H", "H", "Br", "H", "C", "H", "H", "Br", "C", "Br", "Br", "C", "H", "C", "Br", "H", "H", "Br", "C", "C", "Br", "H", "Br", "H", "Br", "Br", "Br", "Br", "C", "Br", "C", "H", "C", "H", "C", "C", "Br", "C", "H", "C", "C", "Br", "Br", "H", "C", "Br", "C", "Br", "Br", "Br"],
  "positions_angstrom": [[5.473, 3.180, -4.015], [-4.919, 5.149, -5.630], [-6.718, 4.558, -6.052], [1.287, -3.032, 7.706], [0.951, 0.718, 5.773], [-2.885, -0.239, 6.471], [5.466, 0.034, 1.024], [-5.006, 0.012, -3.090], [-1.185, 1.361, 5.049], [2.300, 2.754, 1.092], [-6.180, 0.182, 5.972], [-0.501, 0.338, 5.802], [10.793, -0.469, -5.310], [-6.993, -1.713, 5.589], [-3.911, 1.066, 7.257], [6.070, -0.640, 1.632], [0.318, 5.115, -1.542], [-7.095, 0.598, 3.084], [-3.505, 0.149, -0.247], [-0.106, -4.967, -4.235], [1.062, 2.097, 5.234], [8.458, -1.104, -5.883], [-6.656, 1.222, 6.037], [-1.702, 10.683, -3.519], [-2.671, 0.665, -2.534], [6.609, 1.025, -4.515], [5.614, -2.984, -4.266], [-6.384, 0.540, 2.345], [1.060, -3.945, 2.531], [-1.010, -2.688, -4.651], [7.924, -0.332, 1.150], [-4.806, 0.745, 4.306], [-1.428, -10.098, -7.638], [-1.113, -4.511, -2.007], [-0.558, -1.648, 3.241], [5.720, -0.193, 3.485], [0.230, -7.375, -9.842], [-1.546, -0.433, 3.106], [-7.366, -1.779, 3.195], [-4.729, 0.157, 5.286], [0.166, 4.951, -2.609], [-2.873, -4.465, 2.272], [9.930, -0.973, -3.032], [-7.394, -1.573, 2.178], [-0.286, 2.452, 7.001], [3.037, 6.148, 2.432], [4.079, 5.735, 0.212], [3.728, -2.842, 7.274], [-0.285, -5.186, 2.451], [-1.766, 1.825, 2.848], [-0.511, 3.674, 5.151], [1.641, 0.382, 6.681], [2.835, 3.449, 1.737], [0.444, -5.139, -7.546], [5.505, -2.446, 1.206], [4.040, 6.623, 0.842], [-3.242, -10.666, -8.029], [0.525, -1.516, 3.564], [0.612, 10.360, -5.724], [5.752, 0.516, -2.238], [-4.507, -0.944, 5.003], [0.099, -4.291, 3.074], [-0.217, 3.066, -2.845], [3.212, 2.752, -0.621], [-0.125, -4.070, -3.617], [-7.183, -0.727, 5.332], [5.905, -3.490, -6.683], [-6.985, 1.435, 3.671], [3.759, -4.675, -6.258], [-3.738, 0.061, 2.483], [5.660, 1.249, -4.030], [-4.586, 5.772, -6.458], [1.350, 0.059, 4.841], [-3.681, 3.663, -5.505], [-7.199, -0.638, 3.871], [-4.879, 6.254, -4.036], [5.873, 7.103, 1.261], [1.359, -6.043, -8.998], [-2.644, 2.755, 6.188], [5.566, -4.102, -5.848], [0.482, 3.409, 0.944], [-1.095, -9.494, -8.480], [-4.557, -2.494, 2.007], [6.790, -5.602, -5.712], [-1.045, 9.640, -5.016], [-0.255, 2.635, 5.545], [2.368, 1.016, 1.943], [-6.038, -0.193, 7.059], [2.081, -4.788, -10.287], [0.324, -4.586, 4.151], [1.809, 5.471, -3.501], [3.267, -4.983, 6.091], [3.149, 8.007, -0.185], [-1.350, -8.970, -6.063], [2.901, -3.155, 6.638], [-1.331, 6.063, -3.146], [-1.105, 1.085, 3.443], [-0.823, 8.643, -4.637], [-2.986, -0.797, 2.626], [2.204, -6.573, -8.560], [9.842, -0.247, -4.828], [-3.531, 0.690, 6.229], [9.646, 1.683, -4.817], [-1.000, -3.127, 2.929], [-0.041, 1.240, 3.043], [-2.484, -3.409, 2.489], [-3.620, 0.878, -2.043], [-0.214, -11.605, -7.507], [4.268, 0.399, -5.079], [-3.198, 2.172, 4.535], [-2.656, 1.829, 5.501], [-3.828, 2.807, -2.026], [-3.499, -2.224, 2.327], [2.857, -1.942, 5.127], [1.718, -3.610, -3.228], [-2.391, 9.436, -6.398]],
  "atomic_forces_ev_per_a": [[-0.012, -0.352, 0.062], [0.131, -0.031, -0.135], [0.332, 0.098, 0.134], [0.288, -0.046, -0.300], [0.001, -1.105, -2.048], [-0.726, 1.746, -0.418], [0.120, -0.155, 0.166], [0.205, 0.179, 0.141], [0.773, 1.637, 1.036], [0.070, -0.207, 0.289], [0.637, -0.101, 1.055], [-1.945, 1.420, -0.877], [-0.276, 0.071, 0.118], [-0.311, 0.872, -0.612], [0.385, -0.485, -1.761], [-0.181, 0.110, 0.116], [-0.021, -0.077, -0.251], [-0.048, -0.598, 2.328], [0.052, 0.148, -0.537], [-0.004, 0.251, 0.150], [-2.566, 2.760, 0.754], [0.217, 0.251, 0.194], [0.915, -1.259, -0.104], [0.121, -0.194, -0.331], [-0.253, 0.054, 0.102], [-0.239, 0.066, 0.116], [-0.056, -0.382, -0.178], [-0.468, -0.073, 0.681], [-1.442, -0.490, 1.142], [0.155, -0.215, 0.157], [-0.260, -0.073, 0.042], [0.371, -0.806, 1.465], [0.016, 0.074, -0.042], [0.200, 0.180, -0.314], [-3.341, -0.856, -1.141], [0.157, -0.132, -0.462], [0.163, 0.274, 0.063], [-0.808, -3.579, -0.764], [0.626, 2.707, 1.391], [-0.433, -0.331, 0.217], [0.095, -0.084, 0.150], [0.871, 1.666, 0.402], [-0.119, 0.174, -0.367], [-0.154, -0.011, 0.843], [-0.921, 2.100, -1.450], [0.219, 0.167, -0.282], [-0.016, 0.221, 0.142], [-0.236, -0.131, -0.153], [0.606, 1.211, 1.269], [0.795, -1.227, 1.011], [0.595, -1.199, 0.983], [-0.052, 0.188, 1.020], [-0.179, -0.185, -0.163], [0.081, -0.105, -0.312], [0.124, 0.342, 0.081], [-0.022, -0.134, -0.046], [0.345, 0.084, 0.111], [-1.753, 0.125, -0.367], [-0.349, -0.104, 0.124], [0.049, 0.056, -0.372], [-0.442, 1.785, 0.352], [-0.698, 0.556, -1.407], [0.211, 0.416, -0.109], [-0.129, 0.132, 0.167], [0.036, -0.166, 0.103], [1.023, 0.978, -1.989], [-0.101, -0.177, 0.213], [0.138, -0.536, -0.547], [0.351, 0.098, 0.021], [1.341, -1.391, 0.396], [0.073, -0.086, -0.069], [-0.104, -0.149, 0.249], [0.729, -0.337, -0.837], [-0.262, 0.351, -0.203], [-0.244, -2.870, -2.062], [-0.085, -0.199, -0.246], [-0.361, -0.055, -0.063], [0.166, -0.014, 0.154], [0.392, -1.508, -1.009], [0.050, 0.087, -0.009], [0.254, -0.075, -0.025], [-0.082, -0.160, 0.261], [1.555, 0.776, 0.539], [-0.231, 0.255, -0.005], [0.045, -0.118, 0.079], [2.231, -3.861, -0.676], [0.028, 0.382, -0.216], [-0.410, 0.679, -1.686], [-0.215, -0.260, 0.263], [-0.365, 0.454, -1.472], [-0.320, -0.088, 0.114], [-0.068, 0.106, 0.091], [0.152, -0.246, 0.206], [-0.016, -0.248, -0.314], [0.170, 0.225, -0.108], [0.224, -0.229, 0.045], [-0.121, -0.813, -0.276], [-0.050, 0.250, -0.094], [1.288, -1.744, 0.268], [-0.222, 0.134, -0.122], [0.192, -0.074, 0.045], [-0.078, -0.465, -0.182], [-0.070, -0.362, 0.025], [-2.166, 2.656, -0.062], [-1.579, -0.359, 0.994], [0.974, 3.493, 0.610], [0.111, -0.019, 0.155], [-0.248, 0.277, 0.002], [0.180, 0.292, 0.195], [0.747, -0.569, 1.550], [-0.807, -0.729, 0.050], [-0.169, -0.333, 0.214], [4.548, -0.061, 1.308], [0.063, -0.648, 0.637], [-0.396, -0.005, -0.036], [0.241, 0.068, 0.255]],
  "max_force_ev_per_a": 4.73,
  "total_charge": -1,
  "lumo_energy_ev": 0.52
}

---

{
  "formula": "C5H10O",
  "method": "ωB97M-V/def2-TZVPD",
  "symbols": ["C", "H", "H", "H", "H", "C", "H", "H", "C", "H", "C", "H", "C", "H", "O", "H"],
  "positions_angstrom": [[-1.169, 1.030, 1.068], [1.729, -1.846, -0.378], [1.060, 1.153, -0.225], [-0.495, -1.122, 1.194], [1.326, -0.789, -1.753], [-0.398, -0.190, 0.642], [-0.676, 1.996, 1.071], [2.812, -0.528, -0.838], [-1.559, 0.318, -0.192], [-0.988, -0.184, -1.869], [1.035, 0.144, 0.206], [-2.599, -0.019, -0.152], [1.755, -0.813, -0.744], [-1.872, 0.868, 1.881], [-1.206, 0.685, -1.497], [1.618, 0.207, 1.135]],
  "atomic_forces_ev_per_a": [[-0.037, 0.215, 0.131], [-0.040, 0.126, -0.069], [-0.120, -0.208, 0.051], [-0.067, 0.199, 0.093], [0.027, -0.054, 0.167], [0.051, -0.151, 0.076], [0.074, -0.146, -0.067], [-0.249, -0.050, 0.013], [0.019, -0.170, 0.234], [0.030, 0.596, -0.335], [0.000, 0.018, 0.062], [0.514, -0.704, 0.168], [-0.078, -0.097, -0.030], [-0.029, 0.289, -0.202], [-0.004, 0.144, -0.179], [-0.091, -0.006, -0.114]],
  "max_force_ev_per_a": 0.89,
  "total_charge": 0,
  "relative_energy_kj_mol": 148.7,
  "lumo_energy_ev": 1.02
}

---

{
  "formula": "C20H19N5O",
  "method": "ωB97M-V/def2-TZVPD",
  "symbols": ["H", "C", "C", "H", "N", "H", "N", "C", "C", "C", "H", "C", "H", "H", "H", "C", "C", "H", "H", "H", "C", "N", "H", "C", "C", "C", "C", "O", "H", "N", "C", "H", "C", "N", "C", "C", "C", "H", "H", "C", "H", "H", "C", "H", "H"],
  "positions_angstrom": [[-4.235, -2.737, -0.685], [4.469, -0.770, -0.704], [-4.743, -2.722, 0.279], [-5.574, -2.011, 0.258], [-0.074, 1.525, -1.208], [1.956, 1.910, -3.010], [-3.794, -2.369, 1.309], [-2.964, -2.085, 3.330], [0.233, 3.704, -0.691], [0.886, 4.946, -0.732], [0.610, 5.702, -0.006], [-0.676, -1.323, 2.810], [1.889, -2.774, -1.712], [-0.266, -2.098, 3.471], [-0.738, -0.386, 3.386], [3.730, 0.303, -0.179], [0.215, -0.818, -1.075], [5.560, -0.728, -0.714], [1.779, 0.897, 0.560], [-2.755, -2.054, 4.385], [3.796, -1.931, -1.120], [-0.756, 3.193, 0.140], [2.346, 6.089, -1.835], [-4.067, -2.487, 2.666], [-1.891, -1.738, -0.161], [1.660, -0.824, -0.788], [2.408, -1.927, -1.254], [-2.242, -2.385, -1.171], [4.368, -2.823, -1.394], [-0.866, 1.894, -0.194], [0.642, 2.662, -1.553], [0.028, -1.191, 1.986], [-0.765, -0.817, -0.131], [-2.013, -1.726, 2.386], [-2.537, -1.901, 1.143], [2.338, 0.180, -0.049], [1.859, 5.121, -1.716], [-0.822, -0.064, 0.656], [-5.139, -3.715, 0.505], [1.691, 2.796, -2.449], [4.249, 1.214, 0.119], [-0.090, -1.144, -2.057], [2.261, 4.065, -2.548], [-4.993, -2.876, 3.043], [3.030, 4.224, -3.296]],
  "atomic_forces_ev_per_a": [[-0.060, -0.009, 0.190], [-0.497, -0.209, 0.200], [-0.639, -0.223, -0.606], [0.210, -0.027, 0.081], [-0.026, 1.658, 0.533], [0.391, 0.247, -0.310], [0.672, 0.199, 1.030], [0.281, 0.034, -0.487], [-0.344, -0.869, 0.079], [-0.028, -0.127, -0.479], [0.095, 0.185, -0.227], [0.872, 0.118, 0.683], [0.194, 0.301, 0.080], [-0.270, 0.115, -0.120], [-0.048, -0.278, -0.370], [-0.177, -0.748, 0.090], [-0.310, 0.309, 0.327], [-0.376, -0.008, -0.091], [0.086, 0.043, -0.709], [0.023, 0.067, -0.044], [0.352, 0.211, -0.080], [0.833, -1.141, -0.742], [-0.092, -0.228, 0.125], [0.359, 0.117, -0.537], [2.084, 1.483, -3.058], [1.048, 0.432, 0.435], [-0.117, 0.565, -0.031], [-0.177, -0.028, 1.482], [-0.220, 0.378, -0.039], [0.366, 1.111, -0.516], [-0.577, -0.838, 0.953], [-0.513, -0.131, 0.177], [-1.821, -0.808, 1.405], [-0.573, -0.182, -0.372], [-1.167, -0.594, 1.534], [0.006, 0.064, -0.638], [-0.335, 0.269, 0.714], [0.716, -0.516, -0.043], [0.079, 0.108, -0.077], [-0.093, 0.735, -0.098], [-0.254, -0.308, 0.253], [0.182, -0.596, -0.254], [-0.023, -1.033, -0.496], [-0.141, 0.046, -0.096], [0.028, 0.106, 0.149]],
  "max_force_ev_per_a": 3.99,
  "total_charge": 0,
  "relative_energy_kj_mol": 548.1,
  "lumo_energy_ev": -1.01
}

---

{
  "formula": "C4H13N3",
  "method": "ωB97M-V/def2-TZVPD",
  "symbols": ["H", "H", "H", "H", "H", "H", "H", "C", "H", "H", "N", "H", "H", "C", "H", "N", "N", "C", "C", "H"],
  "positions_angstrom": [[-0.167, -1.569, -1.581], [0.548, -1.583, 1.401], [1.783, -0.863, 0.303], [-2.940, 0.237, -2.842], [-2.583, 0.554, -1.352], [0.403, -0.162, 3.745], [1.255, 1.313, 1.394], [-0.822, 0.246, -2.438], [-0.978, -0.581, 0.157], [1.158, -0.308, -1.711], [-2.362, -0.097, -2.104], [2.339, 0.230, 2.358], [-0.728, 1.314, -2.210], [1.328, 0.415, 1.972], [-0.549, 0.116, -3.606], [0.391, 0.664, 3.181], [-0.105, -0.079, -0.013], [0.952, -0.654, 0.933], [0.086, -0.446, -1.382], [0.992, 1.254, 3.797]],
  "atomic_forces_ev_per_a": [[0.260, 1.311, 0.935], [0.045, 0.657, -0.505], [0.783, -0.198, -0.261], [-0.385, -0.018, -1.025], [-0.124, -0.156, 0.139], [-0.334, -1.018, 0.208], [0.648, 0.834, 0.007], [-2.695, 0.520, -0.813], [-0.976, 1.302, 1.015], [-1.032, -0.105, 0.553], [3.546, 0.531, 0.359], [-0.099, 0.022, -0.587], [0.247, -0.062, -0.397], [-0.781, 0.054, 1.637], [-0.540, -0.302, 3.119], [1.839, 0.197, -1.208], [0.140, -4.565, -0.595], [-1.379, 1.036, 0.994], [1.666, -0.080, -2.841], [-0.831, 0.039, -0.732]],
  "s_squared": 0.76,
  "max_force_ev_per_a": 4.61,
  "total_charge": 1,
  "relative_energy_kj_mol": 230.6,
  "lumo_energy_ev": [-2.80, -8.54],
  "multiplicity": 2
}